Entry 1:
This record from the OMol25 dataset describes a cluster of 7 separate species, C6H26O7 in total. The level of theory is ωB97M-V/def2-TZVPD.

The HOMO energy is -0.3783 hartree. The energy above the lowest of the compared OMol25 structures with the same formula, charge and spin is 185.2 kJ/mol. The value obtained for the LUMO energy is 0.53 eV. The SMILES is CCO.CCO.CCO.O.O.O.O.

Each line ends with the natural charge from an NBO analysis.
Atoms and positions in Å:
O: 0.828 -13.932 -4.226  -0.9537
H: 1.252 -13.593 -4.990  0.4619
H: 1.577 -14.360 -3.795  0.4948
O: 2.425 -16.324 0.665  -0.9788
H: 2.772 -15.411 0.613  0.4877
H: 2.658 -16.654 1.540  0.4841
O: 0.289 -13.318 0.311  -0.9860
H: 0.247 -12.329 0.156  0.5133
H: 0.198 -13.774 -0.540  0.4808
O: -0.170 -11.575 -2.391  -0.9770
H: -0.446 -11.225 -3.230  0.4728
H: 0.267 -12.414 -2.718  0.5074
C: 2.398 -9.279 -0.574  -0.6459
C: 1.355 -9.412 0.441  -0.0561
O: 0.358 -10.373 0.108  -0.7673
H: 2.723 -10.330 -0.682  0.2075
H: 3.248 -8.672 -0.294  0.2167
H: 2.163 -8.995 -1.581  0.2113
H: 1.012 -8.394 0.598  0.1571
H: 1.772 -9.828 1.371  0.1754
H: 0.066 -10.346 -0.847  0.5066
C: 3.927 -13.005 2.652  -0.6353
C: 3.803 -12.474 1.198  -0.0624
O: 3.269 -13.484 0.323  -0.7790
H: 3.047 -13.467 3.011  0.2093
H: 4.169 -12.260 3.359  0.2108
H: 4.749 -13.766 2.640  0.2031
H: 4.782 -12.033 0.876  0.1794
H: 3.179 -11.527 1.124  0.1593
H: 2.289 -13.488 0.455  0.5050
C: 4.144 -16.550 -2.373  -0.6288
C: 2.657 -16.803 -2.455  -0.0701
O: 1.974 -15.564 -2.084  -0.7600
H: 4.386 -15.753 -3.068  0.2002
H: 4.709 -17.394 -2.752  0.2062
H: 4.513 -16.235 -1.398  0.2127
H: 2.336 -17.645 -1.813  0.1808
H: 2.518 -16.991 -3.469  0.1709
H: 2.231 -15.538 -1.143  0.4851

Entry 2:
This record from the OMol25 dataset describes a structure of composition C20H28F4IN4OReSSi. The level of theory is ωB97M-V/def2-TZVPD.

The spin multiplicity is 2. The HOMO energy (spin up / spin down) is -0.3995 / -0.3985 hartree. The total charge is +1. The energy above the lowest of the compared OMol25 structures with the same formula, charge and spin is 258.0 kJ/mol. The value obtained for the LUMO energy (spin up / spin down) is -4.70 / -4.66 eV. As for the expectation value of S²: 1.056.

Each line ends with the Mulliken spin population.
Atoms and positions in Å:
Re: -0.122 0.651 0.162  0.8727
C: 0.116 -1.587 3.037  0.0089
C: -0.358 -0.157 3.158  -0.0143
N: 0.270 0.887 2.255  0.0435
C: -0.231 2.207 2.776  -0.0176
C: -1.724 2.423 2.619  0.0000
C: 1.774 0.859 2.457  -0.0116
C: 2.463 0.121 1.327  0.0330
N: 1.866 0.659 0.104  -0.0224
C: 2.544 0.875 -1.091  -0.0069
C: 1.781 0.988 -2.258  -0.0054
F: 0.418 0.860 -2.173  -0.0171
C: 2.324 1.257 -3.494  -0.0036
F: 1.514 1.348 -4.544  -0.0006
C: 3.685 1.436 -3.634  0.0209
C: 4.460 1.354 -2.495  -0.0090
F: 5.771 1.553 -2.569  -0.0006
C: 3.914 1.092 -1.249  0.0168
F: 4.728 1.086 -0.186  0.0012
H: -0.450 -2.172 3.763  0.0001
H: -0.069 -2.022 2.063  -0.0025
H: 1.171 -1.705 3.289  -0.0013
H: -1.430 -0.104 2.996  0.0058
H: -0.154 0.198 4.173  -0.0024
H: 0.047 2.259 3.833  0.0060
H: 0.328 2.988 2.270  -0.0031
H: -2.308 1.846 3.332  0.0022
H: -1.947 3.478 2.785  0.0001
H: -2.079 2.162 1.617  0.0062
H: 2.119 1.893 2.487  -0.0024
H: 1.999 0.412 3.427  -0.0029
H: 3.541 0.235 1.398  -0.0013
H: 2.244 -0.951 1.380  0.0001
H: 4.128 1.646 -4.597  0.0013
I: 2.861 5.900 -0.387  0.0000
C: 1.085 4.870 -0.608  -0.0091
C: -0.033 5.446 -1.198  0.0154
C: -1.177 4.679 -1.338  -0.0115
C: -1.177 3.374 -0.890  0.0086
N: -0.105 2.818 -0.299  0.0156
C: 1.012 3.561 -0.176  0.0283
H: -0.006 6.468 -1.551  0.0006
H: -2.067 5.079 -1.803  -0.0003
H: -2.043 2.740 -0.998  0.0112
H: 1.866 3.068 0.265  0.0082
C: -3.801 1.230 -0.833  -0.0057
Si: -2.616 -0.094 -0.179  -0.0962
C: -2.817 -1.526 -1.372  0.0025
C: -3.400 -0.710 1.418  -0.0089
H: -4.766 0.744 -1.000  -0.0015
H: -3.492 1.647 -1.796  0.0017
H: -3.980 2.053 -0.133  -0.0002
H: -3.874 -1.616 -1.637  -0.0010
H: -2.523 -2.473 -0.916  0.0005
H: -2.256 -1.401 -2.304  -0.0012
H: -4.382 -1.139 1.193  -0.0029
H: -3.555 0.070 2.167  0.0001
H: -2.800 -1.510 1.860  -0.0013
O: -0.181 -3.676 0.248  0.0852
S: 0.202 -2.600 -0.641  0.0870
N: 0.012 -1.203 -0.137  -0.0190

Entry 3:
This record from the OMol25 dataset describes a cluster of 2 separate species, C2HBrClF in total. The level of theory is ωB97M-V/def2-TZVPD.

The HOMO energy (spin up / spin down) is -0.3222 / -0.3221 hartree. The energy above the lowest of the compared OMol25 structures with the same formula, charge and spin is 385.5 kJ/mol. The value obtained for the LUMO energy (spin up / spin down) is -1.39 / -1.38 eV.

Each line ends with the natural charge from an NBO analysis.
Atoms and positions in Å:
C: 0.100 0.768 -0.961  -0.2716
C: 0.111 -0.324 1.316  0.2479
F: -0.846 0.399 1.990  -0.3587
Cl: -0.490 -1.805 0.989  0.0559
Br: 0.535 -0.677 -1.901  0.1939
H: 0.590 1.639 -1.433  0.1325

Entry 4:
This record from the OMol25 dataset describes a structure of composition C18H10Cl2F6N4O2SbSe2Te2W. The level of theory is ωB97M-V/def2-TZVPD.

The spin multiplicity is 4. The HOMO energy (spin up / spin down) is -0.3093 / -0.2955 hartree. The energy above the lowest of the compared OMol25 structures with the same formula, charge and spin is 140.4 kJ/mol. The value obtained for the LUMO energy (spin up / spin down) is -2.89 / -3.41 eV. As for the expectation value of S²: 3.842.

Each line ends with the Mulliken spin population.
Atoms and positions in Å:
W: -1.544 0.779 -0.696  0.7233
Cl: 2.043 -0.524 -5.572  0.0429
C: 2.040 -0.459 -3.860  0.2212
C: 0.868 -0.754 -3.181  -0.0668
C: 0.814 -0.687 -1.811  0.2067
N: -0.420 -0.874 -1.135  0.0106
C: -1.009 -2.093 -1.322  -0.0011
O: -0.535 -3.051 -1.892  0.0279
C: -2.338 -2.164 -0.638  0.0329
C: -3.112 -3.303 -0.658  -0.0072
C: -4.313 -3.289 0.031  0.0079
C: -4.680 -2.141 0.718  -0.0040
C: -3.852 -1.036 0.677  -0.0219
N: -2.692 -1.054 0.011  -0.0234
C: 1.996 -0.411 -1.056  0.0646
C: 3.180 -0.051 -1.787  0.1347
C: 3.197 -0.075 -3.146  -0.0740
Cl: 4.643 0.357 -3.989  -0.0076
N: 1.934 -0.521 0.261  0.4080
C: 3.074 -0.545 1.035  -0.0295
O: 4.134 -1.049 0.717  0.0917
C: 2.916 0.059 2.405  -0.0173
C: 4.042 0.194 3.205  0.0060
C: 3.898 0.763 4.459  -0.0043
C: 2.638 1.167 4.873  0.0044
C: 1.569 0.979 4.011  0.0097
N: 1.707 0.448 2.801  0.1233
H: -0.025 -0.995 -3.742  -0.0013
H: -2.752 -4.159 -1.209  0.0007
H: -4.955 -4.159 0.034  -0.0001
H: -5.606 -2.087 1.271  0.0002
H: -4.117 -0.114 1.173  -0.0110
H: 4.075 0.219 -1.251  -0.0004
H: 4.994 -0.146 2.827  0.0008
H: 4.757 0.886 5.106  -0.0003
H: 2.476 1.612 5.844  0.0002
H: 0.564 1.264 4.301  -0.0006
Se: -0.824 0.010 1.873  0.8921
Te: -2.151 2.273 1.858  -0.0547
Te: -1.169 3.911 3.655  0.2096
Se: -2.245 3.990 -0.695  0.0383
F: 0.051 1.660 -0.121  0.0107
Sb: -2.565 3.338 -3.186  -0.0021
F: -2.567 0.055 -2.179  0.0061
F: -3.420 1.330 -0.413  0.0216
F: -3.168 5.078 -3.680  0.0005
F: -0.798 3.847 -3.648  0.0006
F: -0.756 1.521 -2.280  0.0301

Entry 5:
This record from the OMol25 dataset describes the ion C4H12NO2 with charge +1. The level of theory is ωB97M-V/def2-TZVPD.

The HOMO energy is -0.4892 hartree. The total charge is +1. The energy above the lowest of the compared OMol25 structures with the same formula, charge and spin is 259.6 kJ/mol. The value obtained for the LUMO energy is -3.84 eV. The SMILES is C[C@H](O)[C@@H](O)C[NH3+].

Each line ends with the natural charge from an NBO analysis.
Atoms and positions in Å:
C: -2.035 -0.895 0.115  -0.6776
C: 1.269 -0.490 0.155  -0.2685
C: -1.215 0.396 0.246  0.1259
C: 0.322 0.319 -0.604  0.0462
N: 2.340 0.186 0.849  -0.6929
O: -1.823 1.546 -0.242  -0.7095
O: 0.755 1.616 -0.653  -0.7454
H: -1.502 -1.638 -0.472  0.2102
H: -2.326 -1.359 1.050  0.2407
H: -2.937 -0.666 -0.475  0.2446
H: 0.796 -1.241 0.973  0.2399
H: 1.694 -1.209 -0.577  0.2445
H: -0.851 0.618 1.325  0.1661
H: 0.068 -0.029 -1.597  0.1833
H: 3.092 -0.544 0.981  0.4596
H: 2.039 0.662 1.746  0.4621
H: 2.835 0.993 0.276  0.4785
H: -1.960 1.507 -1.202  0.4756
H: 0.061 2.247 -0.913  0.5168

Entry 6:
This record from the OMol25 dataset describes a structure of composition C10H28LiN2O4. The level of theory is ωB97M-V/def2-TZVPD.

The HOMO energy is -0.4342 hartree. The total charge is +1. The energy above the lowest of the compared OMol25 structures with the same formula, charge and spin is 478.2 kJ/mol. The value obtained for the LUMO energy is -4.34 eV.

Each line ends with the natural charge from an NBO analysis.
Atoms and positions in Å:
Li: 0.969 -0.859 -1.536  0.9730
C: 3.226 4.328 -3.241  -0.6240
C: 2.646 3.313 -2.198  -0.0708
C: 2.293 3.888 -0.853  -0.0614
O: 1.807 2.905 0.018  -0.5600
C: 1.695 3.210 1.381  -0.2374
N: 1.680 2.526 -2.886  -0.8574
H: 4.273 4.585 -3.081  0.2232
H: 2.561 5.181 -3.370  0.2114
H: 3.333 3.798 -4.188  0.2063
H: 3.462 2.608 -2.037  0.1771
H: 1.602 4.728 -0.931  0.1663
H: 3.214 4.242 -0.390  0.1819
H: 1.467 2.267 1.877  0.1910
H: 0.887 3.937 1.463  0.1750
H: 2.638 3.632 1.729  0.1710
H: 0.909 3.156 -3.058  0.3568
H: 1.961 2.144 -3.778  0.3671
C: -4.851 -0.821 -0.002  -0.6079
C: -4.265 -0.704 1.376  -0.0853
C: -5.212 -0.935 2.562  -0.0854
O: -4.468 -0.896 3.814  -0.5583
C: -5.163 -1.376 4.922  -0.2429
N: -3.085 -1.496 1.355  -0.8330
H: -5.047 -1.803 -0.431  0.2064
H: -4.163 -0.293 -0.663  0.2093
H: -5.772 -0.250 -0.112  0.2127
H: -3.875 0.313 1.375  0.1888
H: -5.731 -1.893 2.553  0.1671
H: -6.091 -0.293 2.501  0.1841
H: -6.049 -0.754 5.048  0.1684
H: -4.598 -1.269 5.848  0.1993
H: -5.456 -2.419 4.805  0.1660
H: -3.301 -2.467 1.184  0.3418
H: -2.989 -1.449 2.359  0.3730
C: 4.097 -4.261 -0.563  -0.0903
C: 4.083 -4.349 -2.122  -0.0907
O: 2.775 -3.972 -2.606  -0.7440
O: 3.965 -2.896 -0.120  -0.7487
H: 5.074 -4.474 -0.129  0.1861
H: 3.376 -4.919 -0.078  0.1796
H: 4.267 -5.367 -2.464  0.1877
H: 4.768 -3.643 -2.591  0.1789
H: 2.901 -4.028 -3.556  0.4710
H: 4.188 -2.878 0.814  0.4771

In order of appearance, strongest force on any atom = 3.15 1.05 3.60 1.07 5.56 3.33 eV/A.